C49H106N6O6 | ωB97M-V with the def2-TZVPD basis set

Computed properties:
LUMO energy	0.015	hartree
structure (SMILES)	CC1(C)CCCC(C)(C)N1O.CC1(C)CCCC(C)(C)N1O.CC1(C)CCCC(C)(C)N1O.CC1(C)CCCC(C)(C)N1O.CC1(C)CCCC(C)(C)N1O.COC[C@H](C)N
HOMO-LUMO gap	8.641	eV
E_HOMO	-0.30294	Ha
total charge	0

Each line ends with the Mulliken charge.
Geometry (Å):
N: 16.432 11.405 14.356  0.031
H: 21.935 16.092 12.656  0.240
H: 27.064 16.263 9.997  0.473
C: 22.446 18.510 8.603  -2.237
C: 21.094 17.928 8.807  2.518
H: 25.368 13.220 11.254  0.435
H: 13.235 18.726 18.523  0.352
H: 23.154 17.713 8.605  0.459
H: 24.165 21.731 16.353  0.407
H: 16.219 18.932 15.398  0.557
H: 13.862 10.611 14.988  0.353
C: 21.737 22.632 16.177  -1.188
H: 11.585 18.634 18.963  0.488
C: 21.285 21.323 18.231  -1.380
H: 20.218 21.395 18.191  0.465
H: 9.207 18.858 14.660  0.331
H: 15.680 8.724 13.614  0.391
H: 10.932 20.022 15.855  0.389
H: 20.694 22.916 15.948  0.321
C: 18.432 20.532 8.394  -2.228
H: 8.984 16.885 16.316  0.504
H: 23.520 17.763 11.533  0.012
H: 9.262 16.274 14.719  0.361
C: 20.530 18.868 11.087  1.167
C: 17.033 11.732 17.151  -0.684
H: 19.951 16.769 13.656  0.037
H: 13.502 19.455 15.887  0.532
H: 16.359 8.096 15.045  0.439
N: 11.463 16.953 17.157  0.067
H: 12.155 20.102 17.987  0.406
C: 18.556 19.754 14.026  -1.191
C: 11.806 15.487 15.212  -1.497
H: 12.906 18.125 14.949  0.297
H: 17.009 22.226 15.686  0.327
H: 17.828 11.760 17.914  0.391
H: 17.256 14.583 14.147  0.036
H: 17.732 13.742 16.337  0.385
H: 20.325 22.000 8.575  0.442
H: 24.287 21.764 14.630  0.444
C: 22.188 21.386 15.458  2.045
C: 9.676 16.887 15.522  -1.424
C: 12.228 19.015 18.173  -2.119
H: 18.478 19.100 10.490  0.308
H: 17.765 19.362 13.377  0.633
H: 9.595 14.112 16.445  0.360
C: 20.937 16.581 8.170  -2.011
C: 25.941 14.017 10.749  -1.898
H: 21.516 15.818 8.642  0.230
H: 9.985 19.072 17.176  0.375
H: 21.588 21.083 9.528  0.260
H: 21.427 19.505 11.147  -0.211
H: 27.003 15.847 14.717  0.445
H: 15.981 11.072 12.475  0.346
H: 14.357 10.706 16.669  0.316
H: 20.511 19.040 19.127  0.460
H: 18.291 12.220 15.606  0.473
H: 25.326 16.718 9.971  0.146
C: 21.590 20.007 17.495  1.408
C: 11.926 18.334 16.848  2.293
C: 17.058 13.564 13.725  -2.014
H: 22.273 23.523 15.743  0.302
H: 12.516 14.826 15.723  0.306
C: 10.648 19.052 16.264  -1.258
H: 9.447 15.318 17.749  0.460
C: 19.429 19.685 10.437  -1.626
C: 23.965 16.358 13.083  1.862
H: 23.894 20.101 17.784  0.306
C: 26.177 16.513 10.616  -1.499
H: 17.920 9.984 16.257  0.422
C: 20.802 21.031 8.761  -1.838
C: 23.857 17.759 12.563  -1.214
H: 12.526 16.212 14.725  0.114
C: 13.165 18.443 15.971  -2.419
H: 22.960 19.140 18.947  0.512
H: 26.779 14.257 13.162  0.427
H: 26.399 17.486 11.099  0.292
H: 21.365 20.882 7.862  0.397
O: 15.425 11.301 13.254  -0.513
H: 22.715 19.344 9.232  0.262
C: 26.397 16.164 13.876  -0.798
H: 24.536 15.265 14.748  0.497
H: 10.842 18.176 14.267  0.299
H: 17.594 19.882 8.504  0.445
O: 12.521 16.290 17.864  -0.474
O: 21.885 19.038 15.483  0.345
C: 17.855 20.362 15.324  1.920
H: 21.156 18.795 14.911  0.044
C: 24.888 16.199 14.311  -0.937
H: 24.816 18.277 12.647  0.438
H: 16.103 11.959 17.637  0.327
C: 23.757 21.254 15.465  -1.727
H: 20.612 17.975 17.619  0.259
N: 16.936 21.453 14.996  -0.793
C: 10.778 16.084 16.191  1.770
H: 18.636 20.751 16.024  -0.586
H: 18.161 21.435 8.941  0.472
H: 14.090 18.018 16.262  0.656
H: 11.265 14.891 14.478  0.548
N: 19.937 18.689 8.300  -0.068
C: 19.730 19.973 8.970  2.414
H: 20.781 21.450 13.678  0.348
C: 14.552 10.202 15.730  -1.704
H: 14.174 9.190 15.830  0.418
H: 22.291 20.570 13.433  0.214
H: 26.739 17.185 13.612  0.298
H: 19.477 18.574 6.476  0.362
H: 17.662 18.443 16.297  0.347
H: 14.328 13.267 14.474  0.450
H: 21.464 21.260 19.303  0.448
H: 21.107 16.500 7.083  0.377
H: 15.339 14.525 15.386  0.571
H: 25.606 14.113 9.666  0.318
N: 21.497 20.244 16.117  0.594
O: 23.461 15.499 10.932  -0.230
H: 22.139 16.321 14.437  0.135
C: 16.027 10.314 15.229  1.782
H: 20.316 18.691 12.146  -0.340
H: 22.490 18.886 7.576  0.560
O: 19.457 18.652 14.330  0.533
O: 20.238 18.943 6.937  -0.483
H: 16.468 9.644 17.207  0.378
C: 10.158 14.858 17.046  -1.914
H: 18.074 13.212 13.498  0.511
H: 23.217 14.614 10.599  0.256
H: 23.260 18.629 17.344  0.291
C: 22.547 15.849 13.514  -1.292
H: 22.992 22.564 17.929  0.278
C: 21.904 22.594 17.677  -0.698
H: 27.018 13.726 10.712  0.431
C: 21.802 21.384 13.974  -2.281
H: 27.709 15.490 12.377  0.360
H: 21.775 17.269 10.660  -0.777
C: 20.543 19.011 18.021  -1.638
H: 19.082 20.516 13.520  0.008
H: 20.041 16.846 10.457  0.468
C: 20.814 17.626 10.305  -0.588
N: 24.338 15.324 12.075  -0.151
H: 16.561 19.681 16.920  0.530
H: 19.534 19.310 17.779  0.170
H: 16.398 13.592 12.873  0.464
H: 18.420 17.484 12.956  0.391
C: 17.045 19.258 16.036  -2.110
H: 24.138 20.251 15.419  0.166
H: 19.283 20.625 10.992  0.322
H: 18.495 20.804 7.315  0.451
H: 16.000 21.181 15.104  0.239
C: 19.053 17.346 13.827  -1.081
C: 17.405 12.716 16.053  -1.401
H: 22.551 14.763 13.659  0.444
H: 18.461 16.876 14.601  0.031
H: 17.372 9.042 13.883  0.425
C: 16.897 10.351 16.495  -1.355
C: 15.116 13.483 15.234  -1.881
C: 25.766 15.355 11.542  1.973
H: 14.676 13.079 16.197  0.330
H: 21.597 23.542 18.155  0.436
H: 10.818 14.281 17.670  0.356
C: 26.686 15.275 12.743  -1.223
H: 19.850 16.279 8.248  0.476
H: 23.294 18.427 13.134  -0.135
C: 16.416 8.991 14.407  -1.912
C: 23.004 19.479 17.936  -1.821
H: 13.208 16.013 17.258  0.292
H: 22.340 22.274 13.595  0.602
C: 16.455 12.780 14.849  2.248
C: 10.075 18.268 15.057  -0.452
H: 24.628 17.004 15.014  -0.030